{"formula": "C6H4O2", "method": "ωB97M-V with the def2-TZVPD basis set", "symbols": ["C", "C", "C", "C", "C", "C", "H", "H", "H", "H", "O", "O"], "xyz": [[0.485246, 1.194005, 0.042038], [1.646992, -0.518206, -0.451444], [0.718921, -1.116086, 0.274795], [-0.165741, -0.192790, 0.733160], [-1.416303, -0.173258, -0.210129], [-2.609850, 0.055403, -0.429433], [2.651247, -0.794868, -0.640012], [0.968239, -2.200300, 0.591098], [-0.500267, 0.105181, 1.906030], [-3.438475, 0.468870, -1.425227], [0.190611, 2.356062, 0.304365], [1.469384, 0.815984, -0.695239]], "forces_ev_per_angstrom": [[-3.03, 2.97, 4.33], [1.03, -0.57, 0.07], [5.25, -5.45, 0.08], [-6.00, 6.41, 0.46], [-1.29, 0.26, 2.90], [-1.22, 1.31, -4.88], [0.45, -0.80, -0.82], [-1.04, 1.98, -0.43], [1.11, -1.35, -3.37], [2.81, -1.65, 4.09], [0.48, -2.87, -1.05], [1.45, -0.25, -1.40]], "mulliken_charge": [0.40, -0.30, -0.47, 0.74, -0.53, -0.25, 0.44, 0.25, 0.31, 0.27, -0.57, -0.30], "relative_energy_kj_mol": 464.65}